Entry 1:
Below is a 2-piece molecular cluster, C7H9NO2 overall, with properties calculated with ωB97M-V/def2-TZVPD.

Summary:
DFT total energy	-477.28627	Eh
F_max	5.7	eV Å⁻¹
E_LUMO	0.372	eV

Structure (ORCA input):
```
! RIJCOSX wB97M-V def2-TZVPD def2/J DEFGRID3
* xyz 0 1
C 0.287 -1.541 0.403
C 1.483 -1.911 -0.036
C 1.735 -1.773 -1.426
C 0.717 -1.753 -2.354
C -0.550 -1.515 -1.808
C -1.444 2.534 1.455
C -0.074 2.181 1.002
H 0.193 -1.454 1.538
H 2.400 -2.184 0.427
H 2.817 -1.873 -1.703
H 0.876 -1.532 -3.332
H -1.470 -1.633 -2.397
H -2.935 2.144 2.833
H 0.364 3.258 0.715
H 0.339 1.665 1.818
H -0.082 1.520 0.111
N -0.778 -1.495 -0.452
O -1.714 3.688 1.098
O -2.165 1.674 2.106
*
```

Entry 2:
Below is C32H42Cl2NOP3Pb as an isolated structure, with properties calculated with ωB97M-V/def2-TZVPD.

Summary:
DFT total energy	-3511.18179	Eh
F_max	3.4	eV Å⁻¹
E_LUMO (alpha / beta)	-8.986 / -9.011	eV

Structure (ORCA input):
```
! RIJCOSX wB97M-V def2-TZVPD def2/J DEFGRID3
* xyz 2 1
P 1.208 1.652 -5.876
C 2.882 1.835 -6.645
C 3.318 1.190 -7.813
H 2.674 0.487 -8.338
C 4.599 1.446 -8.322
H 4.922 0.952 -9.239
C 5.463 2.326 -7.670
H 6.462 2.530 -8.073
C 5.042 2.949 -6.489
H 5.710 3.632 -5.966
C 3.768 2.703 -5.976
H 3.446 3.180 -5.050
C 0.533 0.281 -6.912
C 0.837 -1.021 -6.475
H 1.400 -1.149 -5.550
C 0.425 -2.131 -7.212
H 0.686 -3.131 -6.867
C -0.314 -1.963 -8.389
H -0.627 -2.838 -8.968
C -0.645 -0.674 -8.810
H -1.230 -0.537 -9.722
C -0.233 0.446 -8.078
H -0.513 1.439 -8.427
C 0.354 3.095 -6.668
C 0.878 3.882 -7.708
H 1.879 3.703 -8.097
C 0.115 4.918 -8.260
H 0.526 5.516 -9.076
C -1.166 5.194 -7.783
H -1.770 5.996 -8.225
C -1.677 4.434 -6.724
H -2.674 4.642 -6.338
C -0.921 3.407 -6.157
H -1.311 2.845 -5.306
Pb -0.112 0.376 0.391
C -1.819 -0.910 -0.565
C -2.228 -1.041 -1.822
H -2.349 -1.358 0.307
C -1.444 -0.511 -3.061
O -2.339 0.378 -3.745
H -1.868 0.814 -4.480
C -0.152 0.210 -2.872
H -1.277 -1.347 -3.772
C 0.892 0.786 -3.330
Cl -0.917 -0.425 2.703
Cl 2.473 0.599 0.826
P 1.399 -2.206 0.002
C 2.337 -2.759 1.467
H 1.631 -2.912 2.285
H 3.044 -1.974 1.741
H 2.857 -3.693 1.247
C 0.517 -3.746 -0.473
H 0.021 -3.580 -1.437
H -0.232 -3.958 0.298
H 1.237 -4.569 -0.547
C 2.700 -2.132 -1.308
H 3.385 -1.321 -1.043
H 2.215 -1.909 -2.265
H 3.221 -3.094 -1.356
P -3.893 -1.743 -2.187
C -4.478 -2.663 -0.763
C -3.695 -2.840 -3.605
H -4.571 -1.992 0.103
H -3.796 -3.493 -0.530
H -5.468 -3.070 -1.013
H -3.288 -2.278 -4.456
H -4.679 -3.249 -3.870
H -3.017 -3.662 -3.330
C -5.050 -0.408 -2.557
H -5.205 0.189 -1.647
H -6.005 -0.840 -2.888
H -4.618 0.215 -3.351
H 1.774 1.319 -2.840
C -0.297 3.437 3.713
C -0.934 4.317 2.607
C -1.067 3.614 1.345
N -1.152 3.014 0.350
H -0.811 2.469 3.802
H -0.322 3.933 4.689
H 0.754 3.226 3.467
H -1.931 4.661 2.913
H -0.312 5.205 2.434
*
```